(1)
Computed, not measured: a structure of composition C11H29AlN2O3, with the ωB97M-V functional and the def2-TZVPD basis.

The energy relative to the best compared isomer or geometry (same formula, charge and spin) comes out at 0.0 kcal/mol. The calculation puts the highest occupied orbital energy at -7.63 eV.

The geometry in ORCA input format:
```
! wB97M-V def2-TZVPD RIJCOSX def2/J DEFGRID3
* xyz 0 1
C 2.86623 1.93369 -0.35883
C 1.80442 3.04154 -0.44468
C 0.95642 3.16814 0.82158
C 0.11775 1.91470 1.11268
N -1.24621 2.02402 0.58687
Al -2.12730 0.36928 0.47594
C -3.93972 0.24723 1.38396
C -4.20225 -1.18531 1.65122
O -4.70417 -1.64406 2.65656
C -2.13131 -0.13861 -1.48686
O -0.74627 -0.60092 -1.69105
C -0.49009 -1.98114 -1.42003
C 0.99787 -1.93707 -1.08681
O 1.52414 -2.90704 -0.24169
C 1.76353 -2.49792 1.10485
C 1.04726 -3.40962 2.08068
H 3.68271 2.10640 -1.06480
H 3.26478 1.86931 0.65528
H 2.42521 0.94931 -0.55292
H 1.13300 2.89486 -1.30491
H 2.33004 3.98765 -0.60226
H 0.29245 4.03283 0.74460
H 1.63199 3.36763 1.66315
H 0.56822 1.04412 0.61812
H 0.13676 1.67499 2.18520
H -1.74929 2.70931 1.13957
H -1.17383 -0.75384 1.18558
H -4.71957 0.64670 0.72625
H -3.95699 0.75248 2.35349
H -3.86108 -1.90563 0.87623
H -2.82826 -0.90397 -1.84289
H -2.25480 0.73398 -2.13520
H -1.04215 -2.42866 -0.59050
H -0.72538 -2.55199 -2.32436
H 1.50893 -2.06516 -2.05787
H 1.13069 -0.90930 -0.74096
H 1.45607 -1.46192 1.27827
H 2.84514 -2.54157 1.28163
H 1.22523 -3.05714 3.10073
H 1.40190 -4.43698 2.00244
H -0.03071 -3.35186 1.91814
N 1.17745 0.64827 -2.74159
H 0.33724 0.14819 -2.26894
H 1.00696 0.71467 -3.74186
H 1.27621 1.58301 -2.33927
H 2.02075 0.10744 -2.56472
*
```

***

(2)
Computed, not measured: an isolated molecule of C6H6N2O2, with the ωB97M-V functional and the def2-TZVPD basis.

The energy relative to the best compared isomer or geometry (same formula, charge and spin) comes out at 66.2 kcal/mol. The calculation puts the highest occupied orbital energy (spin up / spin down) at -8.12 / -8.12 eV.

The geometry in ORCA input format:
```
! wB97M-V def2-TZVPD RIJCOSX def2/J DEFGRID3
* xyz 0 1
C 1.16918 1.67945 0.12646
C 1.46417 0.35167 0.21269
C -0.23913 1.80621 -0.05639
C 0.18432 -0.35119 -0.01194
C -2.33596 0.53536 -0.33233
C -0.02891 -1.70665 0.07148
N -0.78503 0.59653 -0.15336
N -2.68276 -0.68902 -0.57182
O -3.00597 1.54047 -0.25706
O 0.84284 -2.70131 0.35142
H 1.98305 2.44416 0.28098
H 2.29033 -0.19067 0.40791
H -0.77672 2.80273 -0.08351
H -0.96197 -2.04873 -0.11355
H -3.59982 -0.96822 -0.85315
H 1.53455 -2.20251 0.76874
*
```

***

(3)
Computed, not measured: a structure of composition C23H35MnNOP2, with the ωB97M-V functional and the def2-TZVPD basis.

The calculation puts the highest occupied orbital energy (spin up / spin down) at -13.51 / -13.66 eV.

The geometry in ORCA input format:
```
! wB97M-V def2-TZVPD RIJCOSX def2/J DEFGRID3
* xyz 2 2
Mn 0.05476 -0.21137 0.02110
P 2.38286 -0.06715 0.00422
P -2.36668 0.11510 0.28307
N -0.02749 0.37145 -1.61922
H 0.85016 -1.36812 1.17916
C 2.95359 -1.52324 -0.94866
H 4.04559 -1.60625 -0.89294
H 2.63954 -1.39915 -1.99351
H 2.49189 -2.43590 -0.55255
C 3.37070 -0.05236 1.53193
H 4.43176 0.09004 1.29030
H 3.23017 -0.99786 2.07005
H 3.01418 0.76610 2.16785
C 3.08289 1.34841 -0.92877
H 4.17374 1.37528 -0.80129
H 2.64860 2.28318 -0.55196
H 2.83556 1.25490 -1.99409
C -3.45615 -1.08976 -0.55265
H -4.49414 -0.73436 -0.57265
H -3.38936 -2.05515 -0.03775
H -3.08277 -1.21403 -1.57711
C -2.98178 0.23318 2.00007
H -3.95802 0.73339 2.00602
H -2.25852 0.81357 2.58429
H -3.06819 -0.76870 2.43560
C -2.94092 1.69739 -0.44317
H -4.00749 1.83520 -0.22251
H -2.78184 1.67826 -1.52818
H -2.36194 2.52638 -0.01883
C -0.03154 1.33185 -2.51129
C 0.02575 2.01659 -4.86110
C -0.02642 1.01473 -3.91518
C -0.02176 2.72299 -2.13530
C 0.01985 3.70842 -3.10572
C 0.05217 3.36661 -4.46552
H 0.04583 1.75149 -5.91912
H -0.05150 -0.04791 -4.16826
H -0.03813 2.96304 -1.06703
H 0.02793 4.75607 -2.79787
H 0.09601 4.15176 -5.22223
C -0.07449 -2.37184 1.38597
O -0.91446 -2.05583 0.35090
C 0.54791 -3.72974 1.15330
H 1.05390 -4.08762 2.05565
H 1.25871 -3.69835 0.32412
H -0.26466 -4.41996 0.88957
C -0.63079 -2.13454 2.78235
H -1.68182 -2.46084 2.81686
H -0.56486 -1.07054 3.05142
H -0.04742 -2.70573 3.51511
C 0.25876 0.85138 1.55565
C 0.25710 1.30255 2.70637
C 0.31297 1.71109 4.05308
C -0.74714 2.46956 4.60729
C -0.76902 2.72250 5.97358
C 0.27210 2.26953 6.79803
C 1.35300 1.56972 6.24263
C 1.38663 1.29284 4.88084
H -1.54299 2.82909 3.95288
H -1.60664 3.27677 6.40280
H 0.24400 2.46601 7.86985
H 2.17410 1.23250 6.87906
H 2.21642 0.73846 4.43894
*
```

***

(4)
Computed, not measured: a structure of composition C29H36Br3ClF23N5OP, with the ωB97M-V functional and the def2-TZVPD basis.

The calculation puts the highest occupied orbital energy at -11.43 eV.

The geometry in ORCA input format:
```
! wB97M-V def2-TZVPD RIJCOSX def2/J DEFGRID3
* xyz 1 1
C -1.77144 -2.15436 4.08325
C -2.65725 -2.87414 2.92115
C -3.05415 -1.81114 1.75025
Br -4.78936 -2.45670 0.93566
C -1.85046 -1.59909 0.74571
N -1.92006 -2.43723 -0.49217
C -1.86434 -3.93765 -0.20135
C -1.98952 -4.88779 -1.45955
C -3.34105 -4.82276 -2.29060
F -4.49747 -4.44810 -1.57246
Br -3.68402 -6.72664 -2.86845
C -3.28536 -3.95702 -3.64441
F -3.58933 -2.58260 -3.46168
F -2.05751 -4.03540 -4.33396
Br -4.66288 -4.61323 -4.95400
C -0.85881 -2.21214 -1.52598
C -0.19500 -0.79288 -1.62535
C 0.07509 0.00043 -0.26187
C 0.62217 1.47014 -0.57249
C 1.19383 1.83974 -1.98193
C 2.66891 2.47065 -2.04921
F 3.21567 2.87581 -0.82584
F 2.57243 3.69977 -2.79626
C 3.69737 1.59668 -2.95736
F 3.47979 0.21546 -2.88674
F 3.29663 1.93527 -4.29411
C 5.21656 2.04035 -2.87357
F 5.79816 1.70512 -4.13426
F 5.40246 3.44704 -2.79224
C 6.14952 1.41250 -1.76413
F 7.42338 2.02704 -1.97579
F 5.82667 1.80016 -0.43372
C 6.31624 -0.16576 -1.71742
F 6.13575 -0.84009 -2.92742
F 5.26837 -0.62721 -0.85829
C 7.65847 -0.70395 -1.00814
F 8.12901 0.16051 0.01102
F 7.26362 -1.87391 -0.28929
C 8.80458 -1.21338 -1.99058
F 9.88948 -1.57380 -1.13729
F 8.48464 -2.42436 -2.65203
C 9.40927 -0.13566 -2.99381
F 10.45614 -0.80027 -3.68550
F 10.06169 0.90841 -2.30452
F 8.54028 0.31352 -3.97924
C 1.26226 -0.73153 0.47698
F 1.58793 -0.27605 1.75993
F 1.29331 -2.12999 0.52224
F 2.44305 -0.45416 -0.30025
C -1.38358 -0.04330 0.48058
C -2.60936 0.46747 -0.40813
C -2.71451 1.95318 -0.92299
N -1.96096 2.19631 -2.21484
N -2.54559 3.04790 0.07097
N -4.16955 2.08513 -1.37662
P -1.33995 0.72199 2.25892
O -2.88156 1.46335 2.55590
Cl -0.04943 2.34474 2.50024
H -2.35804 -1.38235 4.66907
H -1.38283 -3.01828 4.73200
H -0.85535 -1.74106 3.54753
H -2.00614 -3.72300 2.54281
H -3.57609 -3.30731 3.43464
H -3.44888 -0.92636 2.32861
H -0.96196 -2.02778 1.34667
H -2.80982 -2.32006 -1.03031
H -0.82658 -4.11034 0.26585
H -2.61429 -4.28154 0.56953
H -1.11283 -4.84508 -2.20246
H -1.93137 -5.96154 -1.04861
H -0.00841 -2.97807 -1.41496
H -1.30293 -2.44435 -2.56152
H -0.80151 -0.15837 -2.36715
H 0.82953 -0.91874 -2.13538
H -0.16343 2.26290 -0.29519
H 1.40736 1.69375 0.24207
H 1.17757 1.07177 -2.81514
H 0.52666 2.68070 -2.40277
H -3.55485 0.33592 0.24098
H -2.83845 -0.18731 -1.33041
H -2.41662 1.54908 -2.88844
H -2.31377 3.12735 -2.51326
H -3.43143 3.57122 0.15876
H -1.88442 3.73978 -0.31268
H -4.77408 1.90979 -0.55653
H -4.33668 3.02623 -1.74825
H -2.74738 2.34709 2.95420
C -3.38879 4.52254 6.12974
C -4.80812 4.24305 5.64992
C -5.37184 2.92101 6.17381
C -4.63627 1.75969 5.66366
N -4.05646 0.84857 5.26811
H -2.68678 3.76749 5.76583
H -3.05148 5.49384 5.76092
H -3.34018 4.53958 7.22129
H -4.82814 4.25404 4.55549
H -5.45674 5.05660 5.98823
H -6.41892 2.83682 5.86906
H -5.35955 2.91642 7.26734
*
```

***

(5)
Computed, not measured: an isolated molecule of C7H10S, with the ωB97M-V functional and the def2-TZVPD basis.

The energy relative to the best compared isomer or geometry (same formula, charge and spin) comes out at 136.7 kcal/mol. The calculation puts the highest occupied orbital energy (spin up / spin down) at -7.42 / -7.42 eV.

The geometry in ORCA input format:
```
! wB97M-V def2-TZVPD RIJCOSX def2/J DEFGRID3
* xyz 0 1
C 0.51666 0.86331 -1.63035
C 2.98612 0.10046 1.10082
C -2.68602 0.53703 0.49308
C 0.60918 -1.02402 0.30689
C -0.54317 0.15324 -1.52985
C -0.76266 -0.62603 -0.20568
C -1.37241 0.31381 0.70689
S 1.52222 0.50651 0.23934
H 0.64297 1.62441 -2.32041
H 3.63223 -0.71211 1.02743
H 3.54172 0.96782 1.53378
H -3.33919 1.37796 0.82774
H -3.08532 -0.27371 -0.18264
H 0.67564 -1.40553 1.30937
H 1.09067 -1.78805 -0.43459
H -1.39777 0.14155 -2.09036
H -1.37260 -1.63037 -0.39205
H -0.65824 0.87371 1.24059
*
```

***

(6)
Computed, not measured: a cluster of 2 separate species, C2H4N2 in total, with the ωB97M-V functional and the def2-TZVPD basis.

The energy relative to the best compared isomer or geometry (same formula, charge and spin) comes out at 94.5 kcal/mol. The calculation puts the highest occupied orbital energy (spin up / spin down) at -6.79 / -9.54 eV.

The geometry in ORCA input format:
```
! wB97M-V def2-TZVPD RIJCOSX def2/J DEFGRID3
* xyz 0 3
C 0.40297 -0.83975 0.01056
C -0.25541 1.17294 -0.41924
N 0.03316 -1.14920 1.37678
N -0.47231 -1.81956 0.45005
H 1.39479 -0.97403 -0.34016
H -1.27458 0.87443 -0.84389
H 0.50941 1.54403 -0.92383
H -0.33804 1.19115 0.68972
*
```

***

For reference, strongest force on any atom by record: 0.0233; 0.0933; 0.0711; 0.0694; 0.0810; 0.1531 hartree/bohr.